a | One molecule with the formula C9H11N. Source: the Open Molecules 2025 dataset; level of theory: the ωB97M-V functional and the def2-TZVPD basis.

Summary:
HOMO energy (alpha / beta) (Eh): -0.295 / -0.295
Lowest unoccupied orbital energy (alpha / beta) (eV): -0.49 / -0.49

Structure (ORCA input):
```
! RIJCOSX wB97M-V def2-TZVPD def2/J DEFGRID3
* xyz 0 1
C 0.56 -2.08 -0.46
C 2.59 -1.14 0.14
C -0.12 -0.93 -0.40
C 2.09 0.24 0.07
C 0.71 0.32 -0.33
C 2.86 1.26 0.51
C 0.31 1.54 -0.79
C -2.16 -0.21 0.69
C -1.59 -0.86 -0.56
N 1.93 -2.20 -0.21
H 0.07 -2.99 -0.62
H 3.61 -1.40 0.36
H 2.25 2.12 0.54
H 3.87 1.13 0.65
H 0.78 2.37 -1.16
H -0.73 1.58 -1.23
H -2.77 -0.77 1.40
H -2.75 0.61 0.50
H -1.47 0.26 1.34
H -1.83 -0.20 -1.42
H -2.03 -1.81 -0.72
*
```

b | One molecule with the formula C9H11N. Source: the Open Molecules 2025 dataset; level of theory: the ωB97M-V functional and the def2-TZVPD basis.

Summary:
HOMO energy (Eh): -0.326
Lowest unoccupied orbital energy (eV): 1.09

Structure (ORCA input):
```
! RIJCOSX wB97M-V def2-TZVPD def2/J DEFGRID3
* xyz 0 1
C 1.93 0.70 0.08
C 0.48 0.33 0.09
C -0.19 -0.79 0.96
C -0.88 -1.32 -0.31
C -2.10 -0.42 -0.06
C -1.38 0.20 1.21
C -0.73 1.25 0.34
C -1.42 0.70 -0.92
C -0.19 -0.22 -1.17
H 2.76 -0.84 -0.92
H 2.58 -1.14 0.70
H 2.20 1.36 0.96
H 2.07 1.34 -0.83
H 0.28 -1.39 1.77
H -0.88 -2.34 -0.55
H -3.15 -0.67 -0.28
H -1.90 0.37 2.13
H -0.71 2.33 0.58
H -1.89 1.29 -1.68
H 0.32 -0.32 -2.11
N 2.80 -0.44 0.02
*
```

Which structure loses on stability? b does.